DFT (ωB97M-V/def2-TZVPD) results for a cluster of 2 separate species, CNO2S2 in total at a distorted geometry.

XYZ file:
```
6
Properties=species:S:1:pos:R:3:lowdin_charge:R:1
S 0.384 0.405 -0.117 0.522
N -1.864 -1.396 -0.896 0.030
C -1.065 -0.641 -0.570 -0.392
O -0.410 1.647 -0.182 -0.546
O 1.275 0.329 -1.296 -0.521
S 1.680 -0.343 3.061 -0.094
```

strongest force on any atom	1.8	eV Å⁻¹
charge	-1
ΔE to the lowest compared entry with this formula, charge and spin	94.83	kcal/mol
E_LUMO (alpha / beta)	0.0189 / 0.0215	Ha
gap between HOMO and LUMO (alpha / beta)	0.199 / 0.204	hartree


DFT (ωB97M-V/def2-TZVPD) results for a cluster of 2 separate species, CNO2S2 in total at a distorted geometry.

XYZ file:
```
6
Properties=species:S:1:pos:R:3:lowdin_charge:R:1
S -2.332 -0.545 -0.827 0.127
O 1.259 -0.537 -1.377 0.141
C 1.040 0.117 -0.442 -0.498
N -1.316 -0.751 0.554 -1.021
O 1.005 0.899 0.426 0.118
S -2.398 0.586 0.984 0.132
```

strongest force on any atom	1.8	eV Å⁻¹
charge	-1
ΔE to the lowest compared entry with this formula, charge and spin	52.80	kcal/mol
E_LUMO	0.1351	Ha
gap between HOMO and LUMO	0.208	hartree


DFT (ωB97M-V/def2-TZVPD) results for a cluster of 2 separate species, CO2PS in total at a distorted geometry.

XYZ file:
```
5
Properties=species:S:1:pos:R:3:lowdin_charge:R:1
O 1.572 0.256 1.097 0.078
S -2.355 0.660 -1.028 -0.394
P -0.474 1.194 -1.146 -0.099
O 0.399 -1.579 0.430 0.090
C 0.858 -0.532 0.647 -0.675
```

strongest force on any atom	2.1	eV Å⁻¹
charge	-1
ΔE to the lowest compared entry with this formula, charge and spin	4.47	kcal/mol
E_LUMO (alpha / beta)	0.1361 / 0.1385	Ha
gap between HOMO and LUMO (alpha / beta)	0.203 / 0.206	hartree


DFT (ωB97M-V/def2-TZVPD) results for a cluster of 2 separate species, CO2S in total at a distorted geometry.

XYZ file:
```
4
Properties=species:S:1:pos:R:3:lowdin_charge:R:1
O -0.424 1.161 0.105 0.179
O 1.572 0.044 0.099 0.177
C 0.520 0.545 0.123 -0.537
S -1.668 -1.750 -0.327 0.181
```

strongest force on any atom	4.2	eV Å⁻¹
charge	0
ΔE to the lowest compared entry with this formula, charge and spin	7.19	kcal/mol
E_LUMO (alpha / beta)	-0.1110 / -0.1117	Ha
gap between HOMO and LUMO (alpha / beta)	0.270 / 0.269	hartree


DFT (ωB97M-V/def2-TZVPD) results for a cluster of 2 separate species, CO3S in total at a distorted geometry.

XYZ file:
```
5
Properties=species:S:1:pos:R:3:lowdin_charge:R:1
O -1.607 -0.512 0.723 -0.398
C 1.232 0.569 0.479 -0.078
S -1.211 0.396 -0.281 0.862
O 1.771 -0.371 0.290 0.086
O -0.185 -0.082 -1.211 -0.472
```

strongest force on any atom	3.5	eV Å⁻¹
charge	0
ΔE to the lowest compared entry with this formula, charge and spin	10.94	kcal/mol
E_LUMO	-0.0489	Ha
gap between HOMO and LUMO	0.386	hartree


DFT (ωB97M-V/def2-TZVPD) results for a cluster of 2 separate species, CO3S3 in total at a distorted geometry.

XYZ file:
```
7
Properties=species:S:1:pos:R:3:lowdin_charge:R:1
S -0.738 -2.403 1.367 0.823
S 1.191 2.734 -0.034 0.397
O -1.355 0.255 1.522 0.061
S 0.763 0.930 -0.448 0.263
C -1.018 -0.876 1.500 -0.868
O 1.389 -0.202 0.146 -0.350
O -0.206 0.766 -1.434 -0.326
```

strongest force on any atom	2.7	eV Å⁻¹
charge	0
ΔE to the lowest compared entry with this formula, charge and spin	2.14	kcal/mol
E_LUMO	-0.0356	Ha
gap between HOMO and LUMO	0.349	hartree
SMILES string	O=S(=O)=S.O=C=S


DFT (ωB97M-V/def2-TZVPD) results for a structure of composition CO3Sn at a distorted geometry.

XYZ file:
```
5
Properties=species:S:1:pos:R:3:lowdin_charge:R:1
C 0.411 0.515 -0.285 -0.985
O 0.194 -0.573 -0.828 -0.025
O -0.585 1.054 0.256 0.055
Sn -1.599 -1.951 1.060 1.700
O 1.579 0.955 -0.203 0.255
```

2S+1	2
strongest force on any atom	4.9	eV Å⁻¹
charge	+1
ΔE to the lowest compared entry with this formula, charge and spin	3.77	kcal/mol
E_LUMO (alpha / beta)	-0.3266 / -0.3267	Ha
gap between HOMO and LUMO (alpha / beta)	0.213 / 0.189	hartree


DFT (ωB97M-V/def2-TZVPD) results for a cluster of 2 separate species, CO4P in total at a distorted geometry.

XYZ file:
```
6
Properties=species:S:1:pos:R:3:lowdin_charge:R:1
O 2.032 0.450 0.347 -0.537
C -0.842 -0.297 -0.861 -0.613
O -0.304 -0.108 -1.864 0.147
O -1.681 -0.651 -0.136 0.115
P 0.725 0.589 1.039 0.415
O 0.569 -0.387 2.126 -0.527
```

strongest force on any atom	2.1	eV Å⁻¹
charge	-1
ΔE to the lowest compared entry with this formula, charge and spin	16.03	kcal/mol
E_LUMO	0.1356	Ha
gap between HOMO and LUMO	0.291	hartree